Run a
# C13H17HfIN2O3S

A structure of composition C13H17HfIN2O3S (ωB97M-V/def2-TZVPD, the OMol25 dataset).

Last column: natural (NBO) charge in e.
Cartesian coordinates (Å):
H (-4.4145, -1.8231, 1.2114)  0.21
S (0.0985, -2.5169, 1.0949)  2.29
H (0.8628, 2.3031, 4.2608)  0.28
N (0.7521, 1.1107, 1.0857)  -0.66
C (3.2377, 2.0927, -2.9505)  -0.08
H (-0.6989, -4.6103, 1.9640)  0.30
H (-3.3545, -2.0331, -1.1120)  0.17
Hf (-0.2318, -0.2381, -0.3483)  2.17
H (2.8275, 3.5555, 3.2917)  0.27
O (1.1483, -2.4313, 2.0700)  -0.81
H (-1.7285, -3.9681, 0.6211)  0.29
I (-2.1157, 0.5952, -2.0036)  -0.11
C (2.2304, 2.8847, 2.6683)  -0.07
H (-3.7332, -0.2672, 0.6214)  0.17
C (1.6381, 0.3114, -2.8277)  0.11
C (-4.4946, -1.0362, 0.4481)  -0.61
H (3.9560, 2.6987, -3.5075)  0.27
H (3.2944, 3.3327, -1.1504)  0.25
H (-4.6092, -0.9046, -1.7255)  0.21
C (2.5006, 2.7619, 1.3205)  -0.19
H (2.8678, 0.6644, -4.5501)  0.27
C (-4.3655, -1.6416, -0.9514)  -0.61
H (-5.0658, -2.4748, -1.1178)  0.23
C (-0.7008, -4.1106, 0.9802)  -0.86
C (0.4266, 1.3168, 2.3965)  0.10
O (-0.9787, -1.4033, 1.2563)  -1.00
C (1.8086, 1.8176, 0.5546)  0.19
C (2.9236, 2.4237, -1.6366)  -0.18
C (1.1542, 2.1728, 3.2127)  -0.21
H (-0.1176, -4.6798, 0.2417)  0.30
H (-5.4839, -0.5800, 0.6006)  0.23
N (1.4204, 0.5697, -1.5045)  -0.66
H (0.9814, -0.4490, -3.2740)  0.25
H (-0.4462, 0.7699, 2.7570)  0.25
H (3.2159, 3.4039, 0.8041)  0.25
C (2.0879, 1.5998, -0.8704)  0.19
C (2.6254, 0.9883, -3.5404)  -0.21
O (0.4814, -2.2056, -0.3909)  -1.00

The total charge is +2. The frontier orbital gap comes out at 0.2907 Eh. Its HOMO energy is -16.079 eV.

=====

Run b
# C13H17HfIN2O3S

A structure of composition C13H17HfIN2O3S (ωB97M-V/def2-TZVPD, the OMol25 dataset).

Last column: natural (NBO) charge in e.
Cartesian coordinates (Å):
H (-4.6122, 1.8483, -0.4082)  0.27
C (1.2949, 0.4581, 3.9742)  -0.86
H (1.9703, -0.3317, 4.3350)  0.29
C (-3.0725, -0.7818, -1.9279)  -0.18
C (2.7329, 1.7436, 0.3754)  -0.70
C (1.6056, -1.9610, -1.1379)  0.11
C (-0.7797, -2.7044, -2.2938)  -0.19
H (2.4930, 3.4460, 1.6184)  0.32
O (1.3472, -0.5874, 1.5307)  -1.00
H (2.3384, -3.9023, -1.6813)  0.27
H (-5.0885, -0.0413, -2.0244)  0.26
H (-2.2930, 2.0995, 0.4926)  0.23
C (0.2815, -3.6009, -2.3060)  -0.08
C (-2.5581, 1.3007, -0.2002)  0.11
H (3.1338, 1.0486, 1.1275)  0.29
N (0.5592, -1.0931, -1.0990)  -0.60
C (-4.0972, 0.0960, -1.6000)  -0.09
C (1.4859, -3.2258, -1.7086)  -0.22
O (-0.3594, 0.9874, 1.9452)  -1.01
H (1.4928, 3.5798, 0.1877)  0.30
C (-3.8416, 1.1460, -0.7151)  -0.21
C (-0.6460, -1.4699, -1.6463)  0.20
C (-1.7884, -0.5787, -1.4026)  0.18
C (1.8371, 2.8700, 0.9495)  -0.74
Hf (0.6012, 0.8474, 0.0669)  2.00
H (2.5383, -1.6152, -0.6867)  0.23
N (-1.5573, 0.4604, -0.5440)  -0.59
H (2.3968, 1.2060, -0.5847)  0.17
O (-0.5573, -1.2726, 3.0259)  -0.81
H (3.5992, 2.2519, -0.0617)  0.33
I (0.5417, 2.4971, -2.1589)  -0.18
S (0.3275, -0.2280, 2.6216)  2.33
H (1.8801, 1.3349, 3.6560)  0.25
H (0.9921, 2.5875, 1.6080)  0.25
H (0.1687, -4.5783, -2.7693)  0.27
H (0.5988, 0.7394, 4.7770)  0.29
H (-3.2300, -1.6379, -2.5791)  0.25
H (-1.7356, -2.9381, -2.7559)  0.25

The total charge is +2. The frontier orbital gap comes out at 0.2922 Eh. Its HOMO energy is -15.690 eV.

=====

Going by the energies, run a is most stable and the next is 4.4 kcal/mol up.

=====

Run a
# C25H31NO2PPtS

A structure of composition C25H31NO2PPtS (ωB97M-V/def2-TZVPD, the OMol25 dataset).

Last column: natural (NBO) charge in e.
Cartesian coordinates (Å):
H (4.5820, -4.0247, 2.2010)  0.23
C (-0.4561, -3.5257, 1.8458)  -0.97
H (4.5426, -2.6379, -1.8475)  0.23
H (-6.0674, -1.8721, -1.8096)  0.22
H (-0.6544, 3.4503, 1.0114)  0.17
H (-2.4101, -0.0172, 2.4005)  0.21
C (-0.4532, 1.8042, 4.7544)  -0.44
C (2.6510, -2.6647, -0.8485)  -0.20
H (-1.0803, 2.4424, 2.7830)  0.22
H (2.1159, -2.2838, -1.7107)  0.22
C (-1.0171, 2.9217, 0.1264)  -0.25
Pt (-0.2789, -0.4324, 0.5144)  0.55
H (2.6323, 1.2685, 2.0095)  0.19
C (-5.0020, -1.6966, -1.8923)  -0.20
H (1.3097, 3.0109, -1.1750)  0.20
H (3.9169, 0.5528, 0.9903)  0.19
C (-2.2743, -1.1990, -2.0834)  -0.14
C (2.0284, 1.0583, -0.6940)  -0.09
H (2.1545, -3.7057, 2.3410)  0.22
C (-2.9067, -1.0087, -0.8285)  -0.20
C (-5.0051, -0.9201, 0.4473)  -0.20
H (-0.2997, -4.6274, -0.8068)  0.25
C (-0.5143, -3.5671, -0.9470)  -0.96
C (2.6681, -3.4453, 1.4256)  -0.24
C (4.0195, -2.8531, -0.9254)  -0.21
C (-2.9250, -0.3269, 1.4997)  -0.31
C (4.0443, -3.6315, 1.3488)  -0.19
O (-0.1303, 1.8630, -0.2218)  -0.57
H (-1.4901, -3.2092, 1.9853)  0.27
H (0.0885, -3.3001, 2.7613)  0.24
H (-0.8696, 2.5388, 5.4218)  0.26
H (-0.4212, -4.6000, 1.6637)  0.25
C (-2.2141, -0.5885, 0.3569)  -0.07
C (1.2217, 2.2785, -0.3656)  -0.10
H (5.7927, -3.4539, 0.1251)  0.23
C (1.9620, -2.9620, 0.3277)  -0.30
H (-1.1011, 3.6273, -0.7021)  0.19
O (1.9933, 0.1175, 0.3836)  -0.57
P (0.1923, -2.6176, 0.4208)  1.14
C (0.6782, -0.0494, 3.7319)  -0.17
C (2.9294, 0.3957, 1.4263)  -0.25
H (-6.0788, -1.0580, 0.4737)  0.22
C (-0.5510, 1.7385, 3.4038)  -0.06
H (-4.8905, -2.3046, -3.9258)  0.22
H (-0.0963, -3.2405, -1.8976)  0.25
C (4.7203, -3.3243, 0.1801)  -0.19
H (-2.4639, -1.7875, -4.1147)  0.22
H (1.2549, -0.9358, 3.5113)  0.22
C (-2.9692, -1.6501, -3.1676)  -0.23
H (1.5698, 2.7493, 0.5614)  0.18
H (-1.2187, -0.9653, -2.1691)  0.20
H (-4.8714, -0.2380, 2.4535)  0.22
H (-1.5899, -3.4022, -0.9744)  0.27
C (-4.3064, -1.2090, -0.7569)  0.03
H (-1.9889, 2.4748, 0.3258)  0.22
S (0.4817, 0.5008, 5.3240)  0.50
H (1.5870, 0.5586, -1.5574)  0.22
C (-4.3385, -0.4656, 1.5391)  -0.21
C (-4.3508, -1.9294, -3.0669)  -0.20
H (3.0648, 1.3153, -0.9256)  0.20
H (2.9665, -0.4813, 2.0700)  0.20
N (0.0998, 0.6761, 2.8141)  -0.51

The total charge is +1. The frontier orbital gap comes out at 0.2797 Eh. Its HOMO energy is -10.200 eV.

=====

Run b
# C25H31NO2PPtS

A structure of composition C25H31NO2PPtS (ωB97M-V/def2-TZVPD, the OMol25 dataset).

Last column: natural (NBO) charge in e.
Cartesian coordinates (Å):
C (-0.0063, 0.3861, 4.0787)  -0.22
H (-3.5491, 3.3325, -0.3375)  0.20
H (-0.2068, 3.4946, 0.9054)  0.21
H (-3.5770, 0.6444, -3.8790)  0.19
C (3.5131, -3.3449, -1.0816)  -0.20
C (-1.1095, 3.7548, 0.3583)  -0.25
C (0.3420, 2.5443, -2.5725)  -0.15
H (2.8486, 0.7720, -1.6221)  0.25
H (2.2589, -0.0808, 0.5743)  0.22
H (-1.3072, -2.4743, 1.0519)  0.26
C (0.3959, -1.2802, -1.0344)  -0.08
C (1.8562, -1.6484, 3.7473)  -0.19
O (-1.6359, 2.5512, -0.1934)  -0.59
H (-2.2982, -2.1182, 2.4894)  0.24
H (-3.4138, 0.8420, 1.6506)  0.25
H (-1.4620, -1.7309, -1.9706)  0.23
C (1.8507, -0.8933, 4.9143)  -0.19
H (2.5816, -2.4408, 3.6139)  0.23
C (-2.5553, 0.8581, 2.3187)  -0.95
H (-2.6102, 3.3725, -1.8361)  0.17
H (-1.8625, 0.1713, -3.9145)  0.21
H (3.8534, -4.2689, -1.5342)  0.22
Pt (-0.3329, 0.4281, -0.4475)  0.53
H (3.5499, 2.1145, -3.7949)  0.27
C (1.2960, -3.6881, -2.1262)  -0.21
H (-1.8349, 4.2133, 1.0344)  0.19
H (2.5734, -1.0963, 5.6940)  0.23
C (2.1791, -2.9212, -1.3228)  0.03
H (0.9179, 0.7134, 5.9852)  0.23
C (-3.4442, 1.4422, -1.3234)  -0.08
C (-2.8336, 2.7701, -0.9469)  -0.09
C (2.6198, -0.9816, 0.0919)  -0.22
H (-0.7199, 1.1885, 4.2208)  0.21
H (-2.3063, 1.8828, -3.7473)  0.16
C (2.6001, 2.1366, -3.2870)  -0.44
H (-2.8234, 0.3855, 3.2636)  0.26
C (4.3530, -2.6116, -0.2996)  -0.21
H (-3.6574, 0.8836, -0.4116)  0.19
C (-2.0036, -1.7672, 1.4993)  -0.95
C (0.9234, 0.1238, 5.0778)  -0.21
C (-0.4416, -2.0498, -1.7884)  -0.30
C (-2.5833, 0.8584, -3.4771)  -0.25
C (2.2273, 1.4537, -2.1809)  -0.03
O (-2.5532, 0.6490, -2.0734)  -0.56
H (-2.2687, 1.8943, 2.4923)  0.25
H (4.5589, -0.8507, 0.9467)  0.22
C (0.9322, -1.3884, 2.7498)  -0.22
C (3.8941, -1.4164, 0.3057)  -0.21
H (0.9462, -1.9743, 1.8395)  0.23
H (-2.8848, -1.7035, 0.8581)  0.24
C (-0.0127, -0.3755, 2.9136)  -0.30
H (-4.3854, 1.6032, -1.8592)  0.20
H (-0.6735, 2.8777, -2.4387)  0.23
S (1.3097, 3.1083, -3.8382)  0.53
H (-0.6529, -3.8616, -2.9526)  0.22
C (0.0214, -3.2677, -2.3484)  -0.20
H (-0.8597, 4.4715, -0.4291)  0.18
H (1.6519, -4.6186, -2.5515)  0.22
C (1.7258, -1.7077, -0.7435)  -0.16
H (5.3714, -2.9397, -0.1371)  0.22
N (0.9354, 1.7002, -1.7636)  -0.52
P (-1.2215, -0.1216, 1.5892)  1.06

The total charge is +1. The frontier orbital gap comes out at 0.2743 Eh. Its HOMO energy is -10.200 eV.

=====

Going by the energies, run b is most stable and the next is 1.8 kcal/mol up.

=====

Run a
# CH11O4S

A cluster of 5 separate species, CH11O4S in total (ωB97M-V/def2-TZVPD, the OMol25 dataset).

Last column: natural (NBO) charge in e.
Cartesian coordinates (Å):
H (0.4088, -0.3481, 2.4567)  0.47
H (-1.1646, 2.6086, -1.1248)  0.49
O (0.3074, 0.2906, 3.1850)  -0.93
H (-1.1256, -2.7376, -1.0661)  0.48
H (0.4058, -0.3025, -0.4752)  0.15
H (1.9915, -0.2676, -1.0248)  0.18
S (0.3270, -0.4248, -2.8296)  -0.71
C (1.0125, 0.1801, -1.2322)  -0.74
H (0.2541, 3.2920, -1.1350)  0.47
O (-0.3670, -2.7349, -0.4520)  -0.98
O (-0.6954, 3.4354, -1.0898)  -0.96
H (-0.9484, -1.7499, 0.8823)  0.50
O (-1.5052, -1.0475, 1.2912)  -1.01
H (1.2229, 0.5787, 3.0479)  0.46
H (-0.1024, -1.8534, -0.8773)  0.50
H (-1.1312, -0.1637, 1.4514)  0.48
H (1.1099, 1.2446, -1.0077)  0.16

The total charge is -1. The frontier orbital gap comes out at 0.2293 Eh. Its HOMO energy is -3.055 eV.

=====

Run b
# CH11O4S

A cluster of 5 separate species, CH11O4S in total (ωB97M-V/def2-TZVPD, the OMol25 dataset).

Last column: natural (NBO) charge in e.
Cartesian coordinates (Å):
H (-1.1371, -0.2697, 3.0608)  0.19
O (-1.7892, -0.9664, -1.0794)  -1.00
O (1.9784, -0.7249, -0.6490)  -1.00
H (-0.6076, 0.0565, -2.1414)  0.49
O (0.2004, 0.4942, -2.4956)  -1.02
H (-0.1550, 2.0349, -0.9948)  0.50
H (0.2609, 1.9848, 0.4603)  0.46
H (2.1626, 0.0540, -0.1190)  0.46
H (-1.5751, -1.7305, -1.6131)  0.46
H (-1.0937, -1.0271, -0.3646)  0.49
H (-0.8032, 0.6361, 1.7579)  0.17
H (0.6101, 0.0843, 2.7123)  0.18
H (0.9233, 0.0494, -2.0146)  0.50
C (-0.3489, -0.2180, 2.2973)  -0.75
H (1.4010, -1.2103, -0.0025)  0.50
S (-0.2446, -1.8298, 1.4611)  -0.65
O (0.2176, 2.5826, -0.2754)  -0.97

The total charge is -1. The frontier orbital gap comes out at 0.2757 Eh. Its HOMO energy is -3.691 eV.

=====

Going by the energies, run b is most stable and the next is 34.8 kcal/mol up.

=====

Run a
# CH5ClN5O2

A cluster of 2 separate species, CH5ClN5O2 in total (ωB97M-V/def2-TZVPD, the OMol25 dataset).

Last column: natural (NBO) charge in e.
Cartesian coordinates (Å):
O (0.0090, 0.6770, 1.5748)  -0.40
C (0.7524, -0.9448, -1.5530)  0.03
N (2.2617, 0.5967, -0.6929)  -0.60
H (-3.6496, 0.3131, 1.2232)  0.38
H (0.9366, -0.3832, 0.3778)  0.47
N (-3.1333, -0.2308, 0.6053)  -0.19
H (-0.1671, -1.6151, -1.3498)  0.28
O (-1.8760, 1.0308, 2.5169)  -0.30
H (2.7817, 0.4547, -1.5491)  0.41
N (-1.9629, -0.2808, 0.5263)  -0.01
N (-1.1592, 0.5493, 1.7130)  0.56
N (1.1946, -0.2369, -0.5963)  -0.25
Cl (1.3157, -0.6778, -3.0341)  0.20
H (2.6963, 0.7478, 0.2381)  0.43

The total charge is +1. The frontier orbital gap comes out at 0.3476 Eh. Its HOMO energy is -13.922 eV.

=====

Run b
# CH5ClN5O2

A structure of composition CH5ClN5O2 (ωB97M-V/def2-TZVPD, the OMol25 dataset).

Last column: natural (NBO) charge in e.
Cartesian coordinates (Å):
O (-0.7892, 1.2177, -2.8174)  -0.30
H (-1.4640, -0.9428, -0.2073)  0.41
H (0.1091, 2.1245, 0.8265)  0.27
Cl (2.3796, 1.1681, 1.1878)  0.08
C (0.7218, 1.2423, 0.5293)  0.05
O (-0.5548, 3.0802, -1.5078)  -0.21
N (-0.3766, 1.9842, -1.9514)  0.62
N (-0.4064, -0.8452, 0.0558)  -0.43
N (0.6686, -0.1520, -1.3098)  -0.16
H (0.3926, -0.3419, 1.8169)  0.42
N (0.6845, 1.0484, -0.9852)  -0.12
H (0.1625, -0.3574, -2.1614)  0.42
H (-0.2191, -1.8318, 0.2976)  0.42
N (-0.1001, 0.0893, 1.0001)  -0.47

The total charge is +1. The frontier orbital gap comes out at 0.3330 Eh. Its HOMO energy is -14.361 eV.

=====

Going by the energies, run a is most stable and the next is 35.9 kcal/mol up.